Entry 1:
Formula: C5H6O2
Source: OMol25
Level of theory: ωB97M-V/def2-TZVPD

Cartesian coordinates (Å):
C (-1.41, -1.27, 0.01)
C (-0.59, -0.26, 0.75)
O (1.10, -0.81, 0.16)
C (1.85, 0.02, -0.40)
O (2.95, 0.04, -0.89)
C (-0.67, 1.09, 0.43)
C (0.11, 1.90, -0.14)
H (-1.47, -1.02, -1.05)
H (-2.43, -1.27, 0.43)
H (-0.99, -2.27, 0.14)
H (-0.37, -0.49, 1.79)
H (1.24, 1.14, -0.43)
H (0.32, 2.89, -0.51)

The value obtained for the energy above the lowest of the compared OMol25 structures with the same formula, charge and spin is 93.9 kcal/mol. As for the LUMO energy: -0.1 eV. As for the net charge: 0. As for the HOMO energy: -9.143 eV. The value obtained for the orbital gap is 0.33280 Ha.

---

Entry 2:
Formula: C5H8IN
Source: OMol25
Level of theory: ωB97M-V/def2-TZVPD

Cartesian coordinates (Å):
C (-0.39, -0.96, 0.12)
C (-0.02, 0.46, -0.02)
C (-1.59, -1.43, -0.78)
C (-1.64, -1.53, 0.70)
C (1.46, 2.44, -0.09)
N (1.01, 1.06, -0.02)
I (3.39, -0.21, 0.15)
H (0.46, -1.73, 0.19)
H (-2.41, -0.70, -1.17)
H (-1.44, -2.41, -1.29)
H (-1.48, -2.47, 1.24)
H (-2.34, -0.85, 1.24)
H (0.66, 3.09, -0.36)
H (1.92, 2.85, 0.80)
H (2.39, 2.41, -0.72)

The value obtained for the energy above the lowest of the compared OMol25 structures with the same formula, charge and spin is 54.6 kcal/mol. As for the LUMO energy (alpha / beta): -1.3 / -0.9 eV. As for the net charge: 0. As for the HOMO energy (alpha / beta): -7.868 / -8.234 eV. The value obtained for the orbital gap (alpha / beta) is 0.24244 / 0.26842 Ha.

---

Entry 3:
Formula: C28H29BN6OReSi
Source: OMol25
Level of theory: ωB97M-V/def2-TZVPD

Cartesian coordinates (Å):
C (1.35, -2.52, -1.28)
N (1.88, -1.25, -1.43)
N (3.23, -1.42, -1.81)
C (3.52, -2.73, -1.82)
C (2.37, -3.46, -1.52)
B (4.12, -0.19, -2.00)
N (3.40, 0.82, -2.93)
N (2.07, 1.22, -2.72)
C (1.78, 2.14, -3.71)
C (2.92, 2.34, -4.48)
C (3.92, 1.53, -3.94)
Re (1.43, 0.64, -0.80)
N (4.27, 0.51, -0.64)
N (3.13, 0.99, 0.08)
C (3.64, 1.57, 1.24)
C (5.03, 1.42, 1.25)
C (5.38, 0.78, 0.06)
H (2.99, 2.04, 1.96)
H (6.32, 0.48, -0.37)
H (5.74, 1.73, 2.00)
H (5.19, -0.48, -2.45)
H (4.96, 1.38, -4.17)
H (4.55, -3.05, -2.05)
H (3.05, 2.97, -5.34)
H (2.30, -4.53, -1.48)
H (0.80, 2.58, -3.84)
H (0.32, -2.68, -1.04)
H (1.22, 2.48, -0.30)
C (0.20, 2.57, -0.80)
H (0.24, 3.38, -1.55)
H (-0.17, 1.68, -1.38)
H (-0.56, 2.75, -0.02)
O (-0.04, -0.14, 0.06)
Si (-1.48, -0.31, 0.89)
C (-2.92, 0.27, -0.18)
C (-3.00, 1.57, -0.71)
C (-4.04, 1.93, -1.58)
C (-5.03, 1.00, -1.92)
C (-4.96, -0.28, -1.39)
C (-3.94, -0.64, -0.51)
C (-1.86, -2.10, 1.28)
C (-2.21, -2.53, 2.57)
C (-2.71, -3.83, 2.77)
C (-2.86, -4.71, 1.69)
C (-2.48, -4.29, 0.40)
C (-1.97, -3.00, 0.20)
C (-1.45, 0.66, 2.49)
C (-2.25, 1.81, 2.58)
C (-2.32, 2.55, 3.77)
C (-1.58, 2.14, 4.89)
C (-0.75, 1.01, 4.80)
C (-0.66, 0.29, 3.60)
H (-2.27, 2.33, -0.44)
H (-4.07, 2.94, -1.97)
H (-5.83, 1.28, -2.60)
H (-5.71, -1.03, -1.64)
H (-3.93, -1.64, -0.08)
H (-2.11, -1.85, 3.42)
H (-3.00, -4.15, 3.77)
H (-3.27, -5.71, 1.84)
H (-2.59, -4.96, -0.45)
H (-1.71, -2.68, -0.81)
H (-2.83, 2.13, 1.71)
H (-2.96, 3.43, 3.81)
H (-1.66, 2.70, 5.82)
H (-0.17, 0.70, 5.67)
H (0.01, -0.57, 3.53)

The spin multiplicity is 4. The value obtained for the energy above the lowest of the compared OMol25 structures with the same formula, charge and spin is 0.0 kcal/mol. As for the LUMO energy (alpha / beta): -15.4 / -15.1 eV. As for the net charge: +4. As for the HOMO energy (alpha / beta): -18.810 / -18.792 eV. The value obtained for the orbital gap (alpha / beta) is 0.12464 / 0.13494 Ha.

---

Entry 4:
Formula: C5H12N2OP
Source: OMol25
Level of theory: ωB97M-V/def2-TZVPD

Cartesian coordinates (Å):
C (0.28, 1.00, 1.67)
C (-0.08, -0.15, 0.66)
C (-0.73, -1.41, 1.13)
N (1.32, -0.48, -0.10)
P (1.84, -2.05, -0.57)
O (2.91, -2.07, -1.51)
N (-0.87, 0.58, -0.36)
C (-0.40, 1.51, -1.33)
C (-0.79, 0.11, -1.78)
H (0.75, 1.80, 1.04)
H (-0.59, 1.46, 2.07)
H (0.92, 0.55, 2.48)
H (-1.76, -1.58, 0.88)
H (-0.25, -2.20, 0.64)
H (-0.64, -1.73, 2.13)
H (1.99, 0.31, -0.43)
H (-1.82, 0.64, 0.04)
H (0.55, 1.82, -1.04)
H (-1.00, 2.38, -1.39)
H (-1.72, 0.09, -2.41)
H (0.09, -0.58, -1.83)

The value obtained for the energy above the lowest of the compared OMol25 structures with the same formula, charge and spin is 28.8 kcal/mol. As for the LUMO energy: -3.4 eV. As for the net charge: +1. As for the HOMO energy: -13.445 eV. The value obtained for the orbital gap is 0.36913 Ha.

---

Entry 5:
Formula: C29H67AsF6MgN4O15S3
Source: OMol25
Level of theory: ωB97M-V/def2-TZVPD

Cartesian coordinates (Å):
Mg (2.34, -0.97, -1.44)
As (-0.75, 0.46, -2.16)
F (-0.27, 2.15, -2.27)
F (-0.28, 0.38, -0.50)
F (-1.20, -1.20, -2.01)
F (-0.81, 0.42, -3.83)
F (1.15, 0.01, -2.49)
F (-2.38, 0.88, -1.96)
C (0.86, -4.36, -0.20)
C (1.38, -3.05, -0.72)
O (1.58, -2.86, -1.96)
O (1.54, -2.07, 0.07)
H (0.78, -5.13, -1.02)
H (-0.20, -4.23, 0.13)
H (1.30, -4.78, 0.71)
C (-3.68, 2.78, 5.02)
C (-4.42, 1.88, 3.95)
C (-5.93, 2.08, 4.24)
C (-6.78, 1.50, 3.13)
C (-6.37, 2.13, 1.82)
C (-4.83, 1.92, 1.49)
N (-4.11, 2.39, 2.67)
O (-2.73, 2.18, 2.33)
C (-4.65, 0.47, 1.11)
C (-4.32, 2.81, 0.32)
C (-4.04, 0.41, 4.27)
H (-3.69, 3.78, 4.58)
H (-2.64, 2.53, 5.17)
H (-4.17, 2.68, 6.02)
H (-6.11, 1.63, 5.20)
H (-6.10, 3.16, 4.30)
H (-7.83, 1.69, 3.35)
H (-6.64, 0.43, 3.06)
H (-6.56, 3.21, 1.84)
H (-7.07, 1.84, 1.03)
H (-5.19, -0.24, 1.75)
H (-4.91, 0.42, 0.06)
H (-3.64, 0.24, 1.23)
H (-4.97, 3.05, -0.48)
H (-3.86, 3.70, 0.85)
H (-3.47, 2.23, -0.16)
H (-4.75, -0.30, 3.83)
H (-4.20, 0.22, 5.41)
H (-3.09, 0.07, 4.04)
H (-2.64, 1.24, 2.61)
O (4.16, -1.26, -2.38)
S (5.12, -2.35, -2.35)
O (6.52, -2.06, -2.27)
O (4.73, -3.09, -0.99)
C (5.57, -4.16, -0.51)
C (5.40, -5.44, -1.23)
C (4.59, -3.33, -3.68)
H (5.29, -4.43, 0.58)
H (6.56, -3.71, -0.46)
H (4.38, -5.70, -1.17)
H (5.95, -6.24, -0.68)
H (5.71, -5.45, -2.25)
H (3.72, -3.88, -3.46)
H (5.39, -4.06, -3.90)
H (4.44, -2.63, -4.50)
O (-1.03, -0.61, 4.34)
S (-0.48, -1.13, 3.11)
O (0.31, -2.35, 3.12)
O (-1.82, -1.27, 2.22)
C (-1.83, -2.10, 1.01)
C (-3.02, -2.96, 1.00)
C (0.34, 0.25, 2.33)
H (-0.89, -2.69, 0.91)
H (-1.76, -1.39, 0.21)
H (-2.88, -3.68, 1.86)
H (-3.24, -3.51, 0.10)
H (-3.88, -2.27, 1.24)
H (-0.34, 1.09, 2.28)
H (0.54, -0.05, 1.31)
H (1.30, 0.50, 2.80)
O (2.93, 4.54, 0.87)
S (1.64, 3.93, 0.86)
O (1.44, 2.56, 1.21)
O (0.77, 4.93, 1.78)
C (-0.46, 4.42, 2.36)
C (-1.37, 5.53, 2.88)
C (0.85, 4.32, -0.65)
H (-0.28, 3.66, 3.09)
H (-1.11, 4.02, 1.49)
H (-1.74, 6.15, 2.07)
H (-0.79, 6.13, 3.55)
H (-2.15, 5.01, 3.42)
H (-0.16, 4.00, -0.54)
H (1.39, 3.72, -1.39)
H (0.96, 5.40, -0.76)
C (-1.69, -4.05, -3.03)
O (-2.82, -4.03, -2.54)
N (-1.28, -3.37, -4.13)
C (0.11, -3.37, -4.54)
C (-2.25, -2.62, -4.92)
H (-0.81, -4.53, -2.60)
H (0.32, -3.77, -5.48)
H (0.74, -3.69, -3.75)
H (0.41, -2.31, -4.66)
H (-2.54, -3.19, -5.91)
H (-3.19, -2.51, -4.31)
H (-1.93, -1.61, -5.17)
C (2.92, -0.14, -5.02)
O (3.73, -0.96, -5.46)
N (3.29, 1.02, -4.45)
C (2.41, 2.11, -4.20)
C (4.69, 1.19, -4.04)
H (1.80, -0.25, -5.04)
H (2.37, 2.37, -3.14)
H (1.38, 1.80, -4.36)
H (2.59, 2.96, -4.81)
H (4.79, 1.05, -2.99)
H (5.32, 0.40, -4.49)
H (5.11, 2.12, -4.37)
C (3.93, 1.33, 0.37)
O (3.25, 0.74, -0.51)
N (4.28, 0.89, 1.57)
C (5.15, 1.66, 2.46)
C (3.94, -0.52, 1.94)
H (4.13, 2.38, 0.13)
H (6.16, 1.38, 2.31)
H (4.75, 1.38, 3.42)
H (4.92, 2.69, 2.28)
H (3.02, -0.96, 1.43)
H (4.76, -1.20, 1.75)
H (3.85, -0.55, 3.02)

As for the LUMO energy: 0.1 eV. As for the net charge: 0. As for the HOMO energy: -8.514 eV. The value obtained for the orbital gap is 0.31515 Ha.

---

Entry 6:
Formula: C46H89O15P
Source: OMol25
Level of theory: ωB97M-V/def2-TZVPD

Cartesian coordinates (Å):
C (-3.47, 1.93, 1.84)
C (-2.61, 0.93, 1.91)
C (-2.99, -0.47, 1.53)
O (-3.89, -0.64, 0.79)
O (-2.35, -1.54, 2.06)
C (-0.92, -1.42, 2.04)
C (-0.34, -1.66, 0.64)
C (1.17, -1.36, 0.53)
C (1.56, 0.07, 0.94)
C (1.03, 1.20, 0.03)
C (1.16, 0.94, -1.49)
P (-0.26, 1.87, -2.31)
C (-1.75, 0.78, -1.89)
C (-3.08, 1.48, -2.26)
C (-3.75, 0.93, -3.53)
C (-4.18, -0.52, -3.45)
O (-3.65, -1.35, -2.83)
O (-5.35, -0.86, -4.16)
H (-3.39, 2.70, 2.59)
H (-4.20, 2.02, 1.04)
H (-1.61, 1.15, 2.27)
H (-0.55, -2.23, 2.67)
H (-0.58, -0.49, 2.50)
H (-0.94, -1.18, -0.14)
H (-0.46, -2.74, 0.45)
H (1.51, -1.64, -0.47)
H (1.69, -2.04, 1.22)
H (1.17, 0.28, 1.95)
H (2.65, 0.12, 1.05)
H (0.01, 1.51, 0.28)
H (1.64, 2.08, 0.24)
H (1.04, -0.10, -1.79)
H (2.06, 1.36, -1.94)
H (-0.08, 1.89, -3.71)
H (-1.58, -0.17, -2.40)
H (-1.72, 0.68, -0.81)
H (-2.86, 2.54, -2.43)
H (-3.73, 1.44, -1.38)
H (-4.66, 1.52, -3.70)
H (-3.11, 1.12, -4.40)
H (-5.02, -1.17, -5.01)
C (2.27, 2.32, 4.71)
C (1.19, 2.98, 3.89)
C (0.25, 3.93, 4.59)
O (1.08, 2.75, 2.70)
H (2.85, 1.67, 4.06)
H (2.92, 3.07, 5.14)
H (1.82, 1.72, 5.50)
H (0.81, 4.75, 5.02)
H (-0.29, 3.40, 5.38)
H (-0.47, 4.32, 3.87)
C (4.02, -3.76, -3.08)
C (4.07, -2.60, -2.12)
C (5.29, -2.49, -1.24)
O (3.18, -1.79, -2.06)
H (3.10, -3.72, -3.65)
H (4.86, -3.71, -3.78)
H (4.06, -4.70, -2.54)
H (6.19, -2.38, -1.85)
H (5.38, -3.38, -0.61)
H (5.20, -1.61, -0.60)
C (-6.46, -3.68, -3.11)
C (-7.22, -4.35, -4.22)
C (-7.42, -5.85, -4.11)
O (-7.66, -3.73, -5.16)
H (-6.39, -2.61, -3.32)
H (-6.98, -3.82, -2.16)
H (-5.45, -4.09, -3.05)
H (-7.98, -6.08, -3.20)
H (-6.45, -6.35, -4.09)
H (-7.99, -6.21, -4.96)
C (3.80, 2.75, -5.93)
C (2.33, 2.85, -5.59)
C (1.36, 2.95, -6.74)
O (1.95, 2.86, -4.44)
H (4.37, 2.69, -5.01)
H (3.98, 1.85, -6.53)
H (4.11, 3.63, -6.49)
H (1.44, 2.06, -7.37)
H (1.57, 3.84, -7.33)
H (0.35, 3.02, -6.35)
C (-7.09, -8.71, -1.35)
C (-7.88, -9.39, -2.44)
C (-8.09, -10.88, -2.30)
O (-8.32, -8.78, -3.38)
H (-7.02, -7.64, -1.57)
H (-7.60, -8.83, -0.39)
H (-6.09, -9.13, -1.29)
H (-8.64, -11.10, -1.38)
H (-7.12, -11.39, -2.28)
H (-8.66, -11.25, -3.15)
C (-8.62, -4.82, 1.34)
C (-9.31, -5.87, 0.50)
C (-10.19, -5.38, -0.62)
O (-9.16, -7.05, 0.72)
H (-8.02, -5.31, 2.11)
H (-7.97, -4.21, 0.71)
H (-9.37, -4.18, 1.82)
H (-9.60, -4.80, -1.33)
H (-11.00, -4.77, -0.23)
H (-10.62, -6.24, -1.14)
C (7.19, 3.67, -2.00)
C (6.16, 4.31, -2.90)
C (5.17, 5.25, -2.26)
O (6.13, 4.07, -4.08)
H (7.83, 3.01, -2.58)
H (7.80, 4.44, -1.53)
H (6.69, 3.07, -1.23)
H (5.70, 6.09, -1.80)
H (4.59, 4.73, -1.50)
H (4.49, 5.64, -3.02)
C (3.48, 3.78, 8.97)
C (2.40, 4.45, 8.16)
C (1.48, 5.39, 8.88)
O (2.28, 4.23, 6.97)
H (4.07, 3.13, 8.32)
H (4.14, 4.53, 9.40)
H (3.03, 3.18, 9.76)
H (2.05, 6.21, 9.31)
H (0.94, 4.86, 9.67)
H (0.75, 5.80, 8.18)
C (7.34, 5.09, 12.94)
C (6.53, 4.41, 11.87)
C (6.37, 2.91, 11.96)
O (6.03, 5.04, 10.96)
H (7.37, 6.16, 12.75)
H (6.88, 4.92, 13.92)
H (8.36, 4.71, 12.94)
H (5.87, 2.65, 12.90)
H (7.35, 2.43, 11.92)
H (5.77, 2.56, 11.13)
C (-0.93, 0.84, -9.42)
C (0.44, 0.29, -9.74)
C (0.55, -0.61, -10.94)
O (1.41, 0.56, -9.06)
H (-0.86, 1.47, -8.53)
H (-1.29, 1.45, -10.25)
H (-1.62, 0.03, -9.22)
H (0.25, -0.07, -11.84)
H (-0.08, -1.49, -10.81)
H (1.58, -0.93, -11.06)
C (5.05, 2.95, 1.78)
C (5.77, 2.06, 2.77)
C (7.10, 2.54, 3.29)
O (5.29, 1.01, 3.12)
H (4.11, 2.49, 1.48)
H (4.84, 3.92, 2.23)
H (5.67, 3.10, 0.89)
H (6.97, 3.49, 3.82)
H (7.80, 2.67, 2.47)
H (7.49, 1.81, 3.99)

As for the LUMO energy: 0.5 eV. As for the net charge: 0. As for the HOMO energy: -7.021 eV. The value obtained for the orbital gap is 0.27515 Ha.

---

In order of appearance, E = -344.4523 -547.6360 -1879.2033 -723.4998 -6722.6193 -3275.9828 Ha.